# 1
{
  "formula": "C20H17F9FeN8O3PS2Se",
  "method": "wB97M-V/def2-TZVPD",
  "lumo_energy_ev": [4.09, 3.27],
  "s2": 8.7683,
  "total_charge": -2,
  "homo_ev": [-3.11, -3.02],
  "e_above_lowest_ev": 0.863,
  "orbital_gap_ev": [7.2, 6.3],
  "multiplicity": 6,
  "symbols": ["Fe", "C", "C", "N", "C", "S", "N", "N", "C", "C", "C", "C", "C", "C", "C", "N", "H", "H", "H", "H", "H", "H", "H", "H", "H", "H", "H", "H", "H", "Se", "C", "C", "C", "N", "C", "C", "H", "H", "H", "H", "F", "C", "F", "F", "S", "O", "O", "O", "F", "P", "F", "F", "F", "F", "F", "N", "C", "C", "C", "N", "C", "N"],
  "xyz": [[-0.10693, 0.04531, -0.09667], [1.29774, 5.80376, -1.25113], [1.34006, 4.59103, -2.17192], [2.16711, 3.51860, -1.64775], [1.70230, 2.49628, -0.89998], [0.13737, 2.59510, -0.18581], [2.56213, 1.49926, -0.72483], [2.02813, 0.48166, -0.03753], [2.80223, -0.44075, 0.40968], [4.27571, -0.43781, 0.16654], [2.14150, -1.44688, 1.25093], [2.84414, -2.34496, 2.04206], [2.14383, -3.19783, 2.88025], [0.76447, -3.14823, 2.89313], [0.13328, -2.24528, 2.05395], [0.79941, -1.39976, 1.27957], [0.67376, 6.58832, -1.68597], [2.29895, 6.20762, -1.08365], [0.87146, 5.52439, -0.28748], [1.74331, 4.86324, -3.14888], [0.33835, 4.20123, -2.34455], [3.03675, 3.31336, -2.11217], [4.46044, -0.04170, -0.83041], [4.69391, -1.43996, 0.24479], [4.78696, 0.21920, 0.87621], [3.92381, -2.36116, 2.01227], [2.67746, -3.89900, 3.51014], [0.16858, -3.80550, 3.50969], [-0.94305, -2.20643, 1.99391], [-0.67351, 1.15392, 2.43152], [-1.77000, -0.10029, 3.36113], [-2.91764, -0.66713, 2.80619], [-3.65739, -1.57383, 3.54907], [-3.36278, -1.94610, 4.79680], [-2.27290, -1.39017, 5.32733], [-1.45609, -0.48982, 4.66506], [-3.22176, -0.41649, 1.79986], [-4.54028, -2.02696, 3.11004], [-2.02995, -1.69132, 6.34298], [-0.57049, -0.10125, 5.15230], [2.40486, 0.09479, -4.04639], [1.16720, -0.21014, -4.47532], [1.02708, -1.52791, -4.42351], [1.09326, 0.16136, -5.76861], [-0.10117, 0.69913, -3.48475], [-1.36728, 0.25661, -3.98085], [0.26062, 2.07385, -3.72422], [0.23991, 0.23663, -2.13145], [-1.09733, -2.12100, -0.49009], [-0.37279, -3.34215, -1.39647], [0.12673, -4.03380, -0.01081], [0.34621, -4.50229, -2.24601], [0.98381, -2.45101, -1.39844], [-0.88454, -2.62257, -2.71780], [-1.73700, -4.18533, -1.29328], [-2.13716, 0.37088, -0.39992], [-3.17681, 0.66705, -0.81180], [-4.45450, 1.02250, -1.22576], [-5.34620, 0.04794, -1.73023], [-6.11020, -0.72803, -2.11550], [-4.88812, 2.36192, -1.09911], [-5.26696, 3.44786, -0.98638]]
}



# 2
{
  "formula": "C20H17GaN8O",
  "method": "wB97M-V/def2-TZVPD",
  "lumo_energy_ev": -7.20,
  "total_charge": 2,
  "homo_ev": -14.08,
  "orbital_gap_ev": 6.9,
  "multiplicity": 1,
  "symbols": ["Ga", "C", "C", "N", "N", "C", "O", "C", "C", "C", "C", "C", "C", "C", "C", "C", "C", "C", "N", "H", "H", "H", "H", "H", "H", "H", "H", "H", "H", "H", "H", "N", "C", "N", "C", "N", "C", "C", "N", "C", "C", "N", "H", "H", "H", "H", "H"],
  "xyz": [[0.68099, 0.13345, -0.02935], [-1.87373, 3.46554, 0.64650], [-0.72086, 2.55998, 0.40649], [-0.78936, 1.28876, 0.54730], [-1.97872, 0.63729, 0.73149], [-1.91703, -0.46674, 0.01691], [-0.82737, -0.79978, -0.66589], [-3.05468, -1.38605, -0.02359], [-4.13052, -1.19968, 0.84601], [-5.19120, -2.08631, 0.81990], [-5.18631, -3.15099, -0.07353], [-4.12343, -3.33074, -0.95016], [-3.05559, -2.45008, -0.92689], [0.52252, 2.98191, -0.30113], [0.88784, 4.30019, -0.49268], [1.95408, 4.59027, -1.33440], [2.62963, 3.55444, -1.96152], [2.23911, 2.25553, -1.69538], [1.21319, 1.97345, -0.88447], [-2.46586, 3.09087, 1.47780], [-2.51859, 3.46942, -0.23752], [-1.56053, 4.48746, 0.84273], [-4.12571, -0.36550, 1.53412], [-6.02604, -1.94769, 1.49345], [-6.01914, -3.84148, -0.09014], [-4.13613, -4.14876, -1.65764], [-2.23605, -2.56549, -1.62443], [0.34150, 5.09325, -0.00367], [2.24155, 5.61867, -1.51013], [3.43819, 3.74331, -2.65314], [2.74264, 1.41586, -2.15841], [4.75382, 0.59034, 0.98464], [3.57689, 1.19218, 0.94906], [2.64726, 0.27319, 0.69465], [3.36362, -0.88667, 0.58284], [4.64612, -0.73710, 0.74877], [2.61476, -2.12400, 0.40963], [3.14686, -3.39808, 0.37372], [2.34978, -4.46178, 0.36083], [1.04190, -4.24876, 0.41604], [0.49136, -2.96961, 0.42227], [1.29359, -1.90411, 0.39668], [5.66048, 0.99398, 1.18189], [3.41944, 2.24147, 1.14367], [4.21835, -3.55556, 0.36492], [0.39615, -5.11720, 0.44337], [-0.57479, -2.80867, 0.43842]]
}



# 3
{
  "formula": "C20H17NO4",
  "method": "wB97M-V/def2-TZVPD",
  "lumo_energy_ev": -3.14,
  "total_charge": 0,
  "homo_ev": -6.16,
  "e_above_lowest_ev": 6.544,
  "orbital_gap_ev": 3.0,
  "multiplicity": 1,
  "symbols": ["C", "C", "C", "N", "O", "O", "C", "C", "C", "O", "H", "H", "H", "H", "C", "O", "C", "C", "C", "C", "C", "C", "C", "C", "C", "C", "C", "C", "C", "H", "H", "H", "H", "H", "H", "H", "H", "H", "H", "H", "H", "H"],
  "xyz": [[2.87853, -2.64850, -0.69208], [4.24719, -2.63273, -0.69315], [4.95207, -1.40808, -0.68655], [6.37130, -1.40200, -0.68516], [6.97147, -0.30150, -0.68491], [6.97897, -2.49789, -0.68368], [4.24241, -0.18665, -0.67831], [2.87486, -0.17764, -0.67312], [2.07120, -1.41075, -0.66941], [0.82399, -1.39173, -0.64238], [2.35839, -3.60417, -0.69737], [4.82250, -3.55445, -0.69961], [4.80483, 0.74192, -0.67693], [2.34549, 0.77325, -0.66363], [-6.32585, -1.41603, -1.39865], [-5.48450, -0.58228, -2.23435], [-4.34816, -0.10807, -1.66370], [-3.47953, 0.67553, -2.47149], [-2.32978, 1.17641, -1.92115], [-1.95479, 0.93323, -0.55307], [-0.78522, 1.56836, -0.08320], [-0.17426, 1.60077, 1.19883], [1.05839, 2.32257, 1.29366], [1.76151, 2.42798, 2.48184], [1.26923, 1.80665, 3.64222], [0.06290, 1.09394, 3.58644], [-0.66357, 1.01156, 2.40151], [-2.81174, 0.08268, 0.20178], [-3.99955, -0.38736, -0.31833], [-7.13729, -1.71694, -2.05929], [-5.77924, -2.29908, -1.03029], [-6.71655, -0.85051, -0.53786], [-3.75713, 0.85814, -3.51005], [-1.65870, 1.78585, -2.52573], [-0.27851, 2.16351, -0.84498], [1.43168, 2.80120, 0.38692], [2.69664, 2.99295, 2.50619], [1.82188, 1.88433, 4.57866], [-0.32005, 0.60124, 4.48380], [-1.61719, 0.49891, 2.40778], [-2.55850, -0.22964, 1.20658], [-4.66534, -0.99497, 0.30220]]
}



Sequential energy output: -194239.313, -87346.752, -30689.805 eV
Sequential max |F| output: 0.0180, 0.0123, 0.0311 hartree/bohr